Entry from OMol25: a single C25H50Br2FINO4P molecule at a distorted geometry (wB97M-V/def2-TZVPD).

Positions of all 85 atoms, in Å:
H -2.7849 -0.1885 -1.6424
H -0.8998 1.2617 -5.3679
H 2.1625 2.2214 -3.4964
H 1.5897 3.8050 1.7259
F -2.2716 2.4187 -0.3602
H 0.1496 -1.1433 -3.4214
H -1.2931 3.1762 1.8208
O -2.0806 -0.5773 -1.1045
C -0.4765 -1.1398 1.5099
H 1.3264 1.0870 -6.0781
H -0.0484 2.2554 3.4114
C 3.2947 -2.0639 -0.1945
H 1.3460 3.8096 5.3689
C 2.2214 0.2070 -3.0487
C 1.8106 1.6071 -2.7035
H 1.6534 -3.4371 1.6337
C 0.9221 -3.9367 1.0410
H -1.6098 3.3939 5.2489
H 3.0088 -2.1397 -1.2193
H -2.5077 -0.5641 3.5423
H 1.3033 -5.2580 -0.6253
H -1.6849 1.5428 -2.2261
H -2.3410 -1.1596 -4.5149
H 3.2339 0.2527 -3.3993
Br -1.2687 -3.8587 -0.7972
C 0.9427 0.2172 -6.5915
H 0.4329 0.5648 -7.4754
C -1.7307 -0.3554 -4.1622
C -3.8685 -1.9903 2.9434
H 0.2630 2.9952 -2.4416
H -0.4889 2.1378 5.7632
C 0.6981 3.0249 3.4816
H -2.4291 0.3919 -3.8177
H 0.7909 2.1825 0.5405
H -3.9229 -2.9333 2.4219
O -4.4710 -2.1103 4.2311
H 1.6364 -0.1507 -3.8724
H -0.0329 1.8378 -3.6031
C -1.9935 -1.2110 1.6051
H -1.7974 0.0786 -6.2105
N -0.9697 1.8299 -0.3876
H -2.4393 -1.9202 0.9460
C 1.5883 -5.1600 0.4038
H -5.1768 -1.4533 4.2970
C 0.2929 -1.5349 0.2655
C 0.3219 1.9371 -2.6009
P 2.1002 -1.0348 0.7264
H 2.7839 -2.2097 2.8031
H 1.7690 -0.4086 -6.8665
C -0.0103 2.7655 0.1424
H 2.6535 -5.1020 0.5258
H -0.1650 -0.1502 1.7876
C -2.4730 -1.5002 3.0192
C -0.8496 -0.2651 -1.6780
H -2.4145 -0.2651 1.3479
H 1.6416 2.5154 3.5630
H 1.0251 -3.1447 -0.9085
C 2.4810 -1.2182 2.5028
H -4.4287 -1.2755 2.3629
H 3.4039 -3.0689 0.1953
C 0.4437 3.7877 4.7898
C -0.4984 3.6489 1.2789
H -1.8400 -2.2168 3.5021
H 0.6153 4.9289 2.5866
H 1.6805 -0.9093 3.1466
C -1.0798 0.2022 -5.4120
H -0.7815 4.6056 0.8838
H 0.4244 3.4369 -0.5876
C -0.6300 3.1940 5.6455
C -0.8351 -0.9306 -3.0647
H 3.3177 -0.5821 2.6995
H 2.2155 -0.4566 -2.2058
H -0.1144 -1.7679 2.2958
H 0.1693 4.8036 4.5657
H -1.2407 -1.8914 -2.8397
O 0.0788 -0.5147 -5.7646
C -0.7737 1.2893 -1.7372
C 0.3853 -3.0238 -0.0703
Br -0.4167 -4.6193 2.2944
O 0.2402 -0.7318 -0.9271
H 4.2467 -1.5902 -0.1051
I 3.1342 2.2722 -1.1199
H -0.5931 3.6161 6.6309
C 0.6555 3.9120 2.2505
H 1.2774 -6.0506 0.9010

Cartesian forces, eV/Å:
0.21 -0.11 0.18
0.46 0.66 0.26
0.22 0.71 -0.61
0.48 0.13 -0.43
0.05 0.34 -0.34
0.49 0.23 -0.19
-0.72 -0.06 0.15
-0.38 -0.23 0.65
-0.79 -0.02 -0.46
0.23 0.47 0.32
-0.47 -0.56 -0.21
-0.57 -0.83 1.15
0.65 0.22 0.28
0.50 0.19 -0.01
-0.23 -0.39 0.70
0.12 0.48 0.50
-0.42 -0.98 -0.86
-0.51 -0.11 -0.26
-0.12 0.12 -0.77
0.33 0.41 0.78
0.03 -0.05 -0.60
-0.70 0.43 -0.59
-0.50 -0.61 -0.10
0.71 -0.04 -0.19
0.02 0.14 -0.18
-0.29 0.04 0.15
-0.23 0.10 -0.60
0.36 -0.12 -0.11
-0.76 0.11 0.42
-0.14 0.70 0.14
-0.05 -0.73 0.00
-0.23 0.30 0.44
-0.30 0.35 0.30
0.52 -0.80 0.01
-0.02 -0.54 -0.09
-0.32 0.06 0.14
-0.41 -0.34 -0.35
-0.16 -0.30 -0.90
0.11 0.04 0.45
-0.42 0.09 -0.50
0.20 -0.87 0.55
0.00 -0.66 -0.63
-0.19 0.20 0.43
0.29 -0.30 0.04
1.17 -0.64 0.13
0.19 -0.09 0.57
-0.24 2.34 -0.54
0.07 -0.55 0.24
0.35 -0.40 -0.15
-0.53 0.63 0.18
0.59 0.07 -0.25
0.19 0.75 0.05
0.27 0.28 -0.65
-0.11 0.84 -0.87
-0.23 0.71 -0.55
0.50 -0.29 -0.05
0.63 0.09 -0.67
0.07 -1.13 -0.30
-0.39 0.29 -0.45
0.07 -0.35 0.06
0.08 -0.25 -0.36
0.79 -0.16 0.25
0.38 -0.34 0.54
-0.01 0.69 0.09
-0.48 0.27 0.13
-0.09 -0.36 -0.32
-0.73 0.31 -0.23
0.11 0.13 -0.39
-0.10 0.04 0.25
-0.12 0.13 0.27
0.56 0.57 0.03
-0.38 -0.30 0.20
0.44 -0.62 0.42
0.03 0.58 -0.07
-0.19 -0.81 0.22
0.21 -0.24 0.47
0.79 -0.34 0.57
-1.31 0.20 0.87
-0.02 0.42 0.32
-0.28 -0.45 0.36
0.68 0.49 -0.10
0.16 0.22 -0.11
-0.09 0.30 0.64
0.07 -0.24 -0.14
-0.16 -0.67 0.29

Calculated values
* total charge: 0
* strongest force on any atom: 2.4 eV/A
* orbital gap: 8.117 eV
* SMILES: CCCCCCN(F)[C@@H](C[C@H](C)I)[C@@](O)(CCCOC)O[C@@](CCCCO)([C@H](Br)[C@H](C)Br)P(C)C